{"formula": "C42H38IrN8O6SSi", "method": "the ωB97M-V functional and the def2-TZVPD basis", "lumo_energy_ev": [-5.21, -8.51], "gap_ev": [7.8, 5.0], "e_above_lowest_kj_mol": 21.23, "molar_mass_g_mol": 1003.2, "homo_energy_ev": [-13.0, -13.5], "multiplicity": 6, "charge": 2, "largest_force_ev_per_a": 1.2, "s2": 8.78, "species": ["Ir", "O", "C", "O", "C", "C", "C", "C", "C", "N", "C", "O", "O", "H", "H", "H", "H", "N", "C", "N", "C", "N", "C", "C", "N", "C", "C", "N", "H", "H", "H", "H", "H", "O", "Si", "C", "C", "C", "C", "C", "C", "C", "C", "C", "C", "C", "C", "C", "C", "C", "C", "C", "C", "H", "H", "H", "H", "H", "H", "H", "H", "H", "H", "H", "H", "H", "H", "H", "C", "C", "C", "N", "C", "S", "N", "C", "O", "C", "C", "C", "C", "C", "C", "H", "H", "H", "H", "H", "H", "H", "H", "H", "H", "H", "H", "H", "H"], "xyz": [[-0.806166, -0.955570, 0.546231], [-1.530589, 3.383776, -0.039226], [-1.468826, 2.140313, 0.349246], [-1.339835, 1.194016, -0.424271], [-1.560915, 1.894819, 1.808099], [-1.807258, 2.846719, 2.774284], [-1.813738, 2.433090, 4.106620], [-1.521475, 1.117055, 4.415931], [-1.273565, 0.228389, 3.374432], [-1.334183, 0.615899, 2.117667], [-0.824577, -1.214762, 3.560935], [-0.377854, -1.555304, 4.630258], [-0.941187, -1.944530, 2.491385], [-1.408063, 3.448371, -1.015210], [-1.981548, 3.875877, 2.493754], [-2.024513, 3.142612, 4.894887], [-1.469582, 0.759977, 5.434598], [-1.290374, -5.303773, -0.022687], [-0.443844, -4.273701, -0.047507], [-1.143513, -3.162056, 0.048333], [-2.433844, -3.586989, 0.148541], [-2.561535, -4.887426, 0.099987], [-3.517255, -2.618759, 0.286874], [-4.853886, -2.977201, 0.425615], [-5.801525, -2.061378, 0.554158], [-5.427609, -0.787044, 0.554191], [-4.096148, -0.418027, 0.428349], [-3.144664, -1.336593, 0.291391], [-1.088016, -6.290854, -0.077269], [0.625508, -4.353086, -0.147780], [-5.146809, -4.019598, 0.435828], [-6.202426, -0.038616, 0.660267], [-3.795295, 0.620084, 0.428333], [1.158165, -0.266711, 1.142849], [2.364086, 0.355697, 1.948056], [2.039814, 1.648346, 3.264320], [1.936206, 3.006854, 2.946850], [1.778105, 3.960216, 3.943737], [1.705178, 3.567342, 5.274053], [1.778119, 2.222064, 5.605692], [1.948963, 1.269788, 4.608762], [3.748821, 0.934166, 0.789309], [4.637631, 1.948278, 1.167095], [5.594366, 2.393451, 0.269066], [5.702261, 1.797952, -0.984350], [4.837877, 0.776231, -1.356604], [3.871309, 0.330313, -0.468149], [3.428234, -0.986903, 2.820502], [4.684639, -0.678482, 3.392235], [5.271365, -1.582015, 4.251851], [4.652454, -2.810010, 4.485003], [3.433308, -3.140111, 3.869490], [2.840968, -2.256275, 2.997908], [2.003175, 3.329473, 1.912360], [1.731016, 5.010150, 3.683401], [1.598238, 4.311075, 6.053237], [1.711320, 1.908526, 6.639764], [2.019116, 0.224042, 4.887740], [4.562549, 2.413619, 2.142390], [6.255535, 3.202862, 0.549295], [6.477044, 2.123950, -1.665841], [4.927446, 0.316419, -2.332361], [3.201423, -0.472539, -0.748751], [5.165355, 0.269413, 3.197677], [6.211026, -1.339809, 4.728914], [5.127614, -3.528202, 5.140818], [2.954308, -4.086149, 4.084031], [1.892354, -2.492200, 2.532205], [-0.300211, -0.872291, -7.812480], [0.249685, -1.049443, -6.400924], [-0.703397, -0.469424, -5.358404], [-0.431112, -1.045440, -4.035989], [-0.088011, -0.433909, -2.926600], [0.666942, -1.280801, -1.645249], [-0.257039, 0.921120, -2.789946], [-1.385666, 1.725893, -2.991147], [-1.319470, 2.879836, -2.622630], [-2.618092, 1.127972, -3.561029], [-3.325993, 1.855781, -4.511815], [-4.492547, 1.332758, -5.047454], [-4.966825, 0.102780, -4.611516], [-4.287996, -0.597958, -3.621401], [-3.109762, -0.090701, -3.098552], [0.418223, -1.229014, -8.547684], [-0.508589, 0.176948, -8.026851], [-1.225379, -1.435106, -7.942584], [1.223758, -0.565345, -6.311466], [0.400951, -2.114776, -6.200834], [-1.739753, -0.686617, -5.626612], [-0.593384, 0.609646, -5.293004], [-0.297992, -2.047937, -4.018767], [0.388525, 1.340740, -2.132270], [-2.957659, 2.823647, -4.827049], [-5.036843, 1.890336, -5.797246], [-5.873103, -0.308046, -5.035983], [-4.681533, -1.538808, -3.257598], [-2.592012, -0.618436, -2.305750]], "forces_ev_per_a": [[0.96, 0.55, 0.48], [0.03, -0.10, 0.56], [-0.09, 0.33, -0.05], [-0.02, -0.22, 0.21], [0.06, -0.02, 0.11], [0.02, 0.03, 0.01], [0.02, -0.03, 0.02], [0.04, 0.03, -0.03], [0.07, -0.14, 0.04], [-0.11, 0.03, -0.20], [-0.13, 0.30, 0.08], [0.01, -0.12, -0.01], [0.04, -0.29, -0.28], [-0.09, -0.17, -0.23], [0.00, 0.00, 0.01], [0.02, 0.02, -0.01], [0.02, -0.01, 0.01], [0.05, -0.02, -0.01], [-0.02, 0.02, -0.03], [-0.13, -0.03, 0.25], [0.14, -0.03, -0.07], [-0.07, -0.01, 0.01], [-0.10, 0.02, 0.06], [0.03, 0.01, -0.03], [-0.07, 0.00, 0.01], [0.05, -0.03, -0.02], [-0.04, 0.01, -0.04], [-0.03, -0.03, 0.00], [0.01, 0.01, 0.00], [0.00, -0.03, 0.02], [0.01, 0.00, -0.01], [0.00, 0.00, 0.00], [0.01, 0.00, 0.00], [-0.54, -0.45, -0.21], [0.45, 0.74, 0.26], [-0.06, -0.23, -0.19], [-0.06, -0.01, 0.07], [-0.02, 0.01, -0.09], [-0.05, 0.00, 0.02], [-0.02, -0.09, -0.01], [0.03, 0.13, -0.02], [-0.34, -0.17, 0.30], [0.12, -0.02, -0.22], [-0.05, 0.01, 0.14], [0.02, 0.01, -0.02], [-0.05, -0.06, -0.02], [0.17, 0.06, -0.01], [-0.43, 0.17, -0.17], [0.13, -0.24, 0.15], [-0.04, 0.18, 0.01], [0.03, -0.01, 0.01], [-0.17, 0.04, -0.04], [0.29, -0.27, -0.07], [0.03, 0.01, 0.00], [-0.02, 0.00, 0.02], [0.00, 0.00, -0.01], [0.02, 0.03, 0.01], [-0.04, -0.03, 0.01], [-0.01, 0.00, 0.02], [0.03, -0.02, -0.03], [-0.03, 0.02, -0.02], [0.03, 0.01, 0.00], [0.01, 0.02, 0.01], [-0.02, 0.01, -0.09], [-0.01, -0.05, 0.03], [0.00, -0.02, -0.03], [0.01, 0.02, 0.08], [0.00, 0.03, -0.05], [0.03, 0.03, 0.08], [-0.07, -0.01, -0.04], [0.01, -0.07, -0.09], [0.26, 0.11, -0.13], [0.03, -0.26, 0.00], [-0.36, 0.03, -0.04], [-0.07, 0.28, -0.32], [0.10, -0.36, 0.01], [0.03, 0.28, -0.36], [-0.03, 0.07, 0.05], [0.00, 0.02, 0.00], [-0.01, 0.00, -0.01], [0.02, 0.00, 0.00], [0.01, -0.01, 0.03], [-0.01, 0.06, 0.05], [-0.02, 0.01, -0.02], [0.01, 0.00, -0.02], [-0.01, 0.01, -0.01], [0.02, -0.05, 0.06], [0.00, 0.00, -0.01], [-0.02, 0.01, 0.07], [-0.02, 0.03, -0.01], [-0.01, 0.00, 0.05], [-0.08, -0.06, 0.03], [0.01, -0.01, -0.01], [0.00, -0.01, -0.01], [-0.02, 0.02, 0.02], [0.00, 0.00, -0.01], [-0.01, -0.05, -0.03]], "lowdin_charge": [1.475, 0.193, -0.427, -0.045, -0.177, 0.051, 0.010, 0.052, -0.161, 0.058, -0.584, 0.110, -0.166, 0.107, 0.136, 0.129, 0.139, 0.067, -0.113, -0.035, -0.308, 0.166, -0.184, -0.030, 0.126, -0.071, -0.082, 0.028, 0.177, 0.144, 0.132, 0.124, 0.109, -0.462, 0.462, -0.234, -0.106, -0.073, -0.068, -0.068, -0.091, -0.202, -0.088, -0.052, -0.048, -0.061, -0.078, -0.119, -0.017, -0.029, 0.007, -0.020, -0.035, 0.108, 0.111, 0.112, 0.114, 0.105, 0.107, 0.116, 0.116, 0.111, 0.053, 0.113, 0.124, 0.126, 0.124, 0.102, -0.093, -0.229, -0.159, 0.053, -0.745, 0.717, 0.119, -0.380, 0.094, -0.167, -0.002, -0.043, -0.050, -0.057, -0.052, 0.081, 0.082, 0.081, 0.117, 0.113, 0.129, 0.127, 0.140, 0.145, 0.131, 0.118, 0.117, 0.111, 0.090]}